DFT (the ωB97M-V functional and the def2-TZVPD basis) results for a single C3H5NO molecule in a non-equilibrium geometry.

Summary:
- ΔE to the lowest compared entry with this formula, charge and spin (kcal/mol) = 38.24
- HOMO-LUMO gap (eV) = 11.2

Structure (XYZ):
```
10
Properties=species:S:1:pos:R:3:lowdin_charge:R:1
C 0.067 -1.196 0.731 -0.2868
C 0.869 -0.243 -0.256 -0.1558
C 0.131 0.763 -1.074 -0.2133
H -0.288 0.479 1.833 0.2097
H -0.569 -1.959 0.322 0.1146
H 0.877 -1.626 1.394 0.1245
H 1.315 -0.895 -0.946 0.0841
H 1.626 0.431 0.245 0.1362
N -0.413 1.646 -1.660 0.1227
O -0.809 -0.487 1.547 -0.1360
```

---

DFT (the ωB97M-V functional and the def2-TZVPD basis) results for a single C3H6FNO molecule.

Summary:
- ΔE to the lowest compared entry with this formula, charge and spin (kcal/mol) = 27.65
- HOMO-LUMO gap (eV) = 11.3

Structure (XYZ):
```
12
Properties=species:S:1:pos:R:3:lowdin_charge:R:1
C 0.519 0.160 0.000 -0.4489
C -1.853 0.041 -0.002 -0.0776
C 1.734 -0.737 0.002 -0.1526
N 0.628 1.403 0.001 0.1849
O -0.600 -0.615 -0.002 -0.0800
F 2.895 -0.029 -0.002 -0.0212
H -2.601 -0.748 -0.007 0.0922
H -1.972 0.663 -0.894 0.0952
H -1.976 0.656 0.895 0.0954
H 1.726 -1.372 -0.891 0.1304
H 1.728 -1.365 0.900 0.1305
H -0.229 1.944 -0.001 0.0519
```

---

DFT (the ωB97M-V functional and the def2-TZVPD basis) results for a single C25H30BrN3O4 molecule.

Summary:
- HOMO-LUMO gap (eV) = 8.4

Structure (XYZ):
```
63
Properties=species:S:1:pos:R:3:lowdin_charge:R:1
C 1.515 2.191 3.802 -0.0566
C 1.490 2.391 2.297 -0.2155
H 0.920 3.284 2.022 0.1171
H 2.509 2.490 1.902 0.1142
O 0.886 1.255 1.687 0.0036
C 0.138 1.459 0.600 -0.4612
O -0.053 2.537 0.093 0.0951
C -0.366 0.172 0.077 -0.0052
C 0.440 -0.867 -0.319 -0.1192
N -0.326 -1.887 -0.829 0.0579
C -1.648 -1.514 -0.745 -0.1408
C -2.797 -2.216 -1.071 -0.0527
C -3.998 -1.578 -0.846 -0.5613
C -4.100 -0.288 -0.295 -0.3078
C -2.943 0.401 0.054 -0.0821
C -1.713 -0.218 -0.183 -0.0383
C -3.007 1.760 0.685 -0.1342
N -2.258 1.797 1.935 -0.2647
C -2.174 3.153 2.430 -0.0950
H -1.604 3.163 3.358 0.0776
H -3.165 3.596 2.626 0.0906
H -1.658 3.765 1.692 0.0808
C -2.826 0.906 2.923 -0.0743
H -2.827 -0.110 2.533 0.0885
H -2.211 0.931 3.822 0.0821
H -3.859 1.179 3.195 0.0929
H -2.536 2.480 0.008 0.1300
H -4.061 2.045 0.832 0.1262
O -5.304 0.300 -0.082 0.0228
H -6.014 -0.296 -0.368 0.0358
Br -5.616 -2.506 -1.291 0.7814
H -2.767 -3.217 -1.472 0.1046
C 0.136 -3.105 -1.356 -0.2018
C -0.283 -3.516 -2.617 -0.0147
C 0.160 -4.722 -3.130 -0.0729
C 1.025 -5.517 -2.398 -0.0861
C 1.446 -5.105 -1.144 -0.0732
C 1.002 -3.906 -0.618 -0.0163
H 1.311 -3.588 0.366 0.1209
H 2.118 -5.724 -0.568 0.1056
H 1.370 -6.456 -2.803 0.1027
H -0.168 -5.038 -4.109 0.1059
H -0.942 -2.883 -3.191 0.1220
C 1.932 -0.858 -0.364 -0.1079
N 2.388 0.456 -0.777 -0.1661
C 3.806 0.665 -0.554 -0.1588
C 4.147 2.116 -0.899 -0.1935
O 3.818 2.420 -2.231 -0.1271
C 2.443 2.198 -2.456 -0.1800
C 2.064 0.748 -2.162 -0.1451
H 0.991 0.619 -2.312 0.1306
H 2.609 0.075 -2.850 0.1337
H 2.261 2.442 -3.504 0.1274
H 1.842 2.854 -1.812 0.1212
H 5.219 2.295 -0.796 0.1263
H 3.595 2.784 -0.220 0.1177
H 4.032 0.475 0.498 0.1242
H 4.420 -0.010 -1.178 0.1310
H 2.332 -1.046 0.639 0.1355
H 2.297 -1.656 -1.038 0.1289
H 0.504 2.066 4.178 0.0636
H 2.088 1.302 4.053 0.0758
H 1.970 3.054 4.281 0.0781
```

---

DFT (the ωB97M-V functional and the def2-TZVPD basis) results for a 2-piece molecular cluster, C14H16O overall in a non-equilibrium geometry.

Summary:
- ΔE to the lowest compared entry with this formula, charge and spin (kcal/mol) = 18.62
- HOMO-LUMO gap (eV) = 9.1

Structure (XYZ):
```
31
Properties=species:S:1:pos:R:3:lowdin_charge:R:1
C 1.824 0.456 3.666 -0.0561
C 0.742 -0.283 2.955 -0.2927
C -0.581 -0.383 3.360 -0.0588
C 1.095 -0.983 1.822 -0.0552
C -1.492 -1.255 2.765 -0.0794
C 0.225 -1.906 1.224 -0.0959
C -1.050 -2.076 1.713 -0.1017
H 2.663 0.768 3.057 0.0756
H 2.166 -0.133 4.521 0.0843
H -1.060 0.311 4.047 0.1091
H 2.063 -0.943 1.336 0.1096
H -2.485 -1.338 3.182 0.0966
H 0.539 -2.484 0.367 0.0901
H -1.745 -2.736 1.209 0.0966
H 1.400 1.323 4.191 0.0796
C 0.941 -1.409 -2.871 -0.0644
C 0.714 1.122 -3.030 -0.0549
C 0.251 -0.109 -2.654 -0.2899
C 0.035 2.307 -2.679 -0.0341
C -1.211 2.239 -2.085 -0.3232
C -1.052 -0.119 -2.087 -0.0559
C -1.827 0.972 -1.809 0.0040
O -1.863 3.324 -1.625 0.0611
H 1.650 1.395 -3.513 0.1118
H 0.364 3.256 -3.069 0.1061
H 0.289 -2.142 -3.356 0.0807
H 1.366 -1.954 -2.023 0.0660
H -1.504 -1.085 -1.886 0.1105
H -1.420 4.143 -1.769 0.0910
H -2.830 0.945 -1.422 0.1120
H 1.792 -1.223 -3.537 0.0774
```

---

Which total energy belongs to each record? In order, -6727.91456; -9462.59626; -109115.05146; -16824.42760 eV.